Below is a gas-phase ion, C4H10NOS (charge -1) in a non-equilibrium geometry, with properties calculated with the ωB97M-V functional and the def2-TZVPD basis.

Element x y z (Å)
S  2.126  -0.474  -1.975
O  -1.932  1.853  1.019
N  -1.127  -0.304  0.422
C  -2.087  0.880  0.136
C  0.273  -0.018  0.094
C  0.684  -1.052  -0.962
C  1.169  -0.036  1.351
H  1.055  -0.921  1.966
H  1.522  0.367  -2.828
H  -3.081  0.394  0.198
H  -1.213  -0.338  1.434
H  1.015  -1.981  -0.493
H  0.283  0.961  -0.400
H  1.111  0.940  1.820
H  2.113  -0.126  0.788
H  -1.806  1.162  -0.912
H  -0.106  -1.305  -1.658

Properties
Frontier orbital gap: 5.83 eV
2S+1: 1
Total charge: -1
SMILES: C[C@@H](CS)NC[O-]

---

Below is a gas-phase ion, C4H10NOS (charge -1) in a non-equilibrium geometry, with properties calculated with the ωB97M-V functional and the def2-TZVPD basis.

Element x y z (Å)
S  0.056  1.293  -2.882
O  -2.131  -0.655  2.047
N  0.722  -0.743  1.843
C  -1.643  -0.602  0.800
C  0.585  -0.350  -0.571
C  0.905  0.990  -1.310
C  -0.152  -0.180  0.786
H  1.998  1.082  -1.294
H  -2.113  0.179  0.110
H  0.933  2.220  -3.357
H  0.472  -0.501  2.799
H  1.565  -0.820  -0.501
H  0.347  1.697  -0.697
H  -0.171  0.889  1.071
H  -1.825  -1.572  0.238
H  0.067  -1.214  -1.015
H  0.384  -1.712  1.933

Properties
Frontier orbital gap: 5.54 eV
2S+1: 1
Total charge: -1
SMILES: N[C@H](C[O-])CCS

---

Below is a gas-phase ion, C4H10NOS (charge -1) in a non-equilibrium geometry, with properties calculated with the ωB97M-V functional and the def2-TZVPD basis.

Element x y z (Å)
S  0.192  1.686  -2.150
O  -2.205  -0.601  -0.653
N  -0.461  -0.641  1.081
C  0.479  0.016  0.095
C  -0.207  1.252  -0.443
C  1.860  0.338  0.714
C  -1.633  -1.333  0.270
H  -1.260  1.095  -0.259
H  2.300  1.062  0.005
H  -2.234  -1.678  1.177
H  2.396  -0.625  0.692
H  -0.483  0.825  -2.868
H  -0.057  -1.470  1.520
H  -1.145  -2.241  -0.170
H  0.164  2.139  0.075
H  1.670  0.927  1.609
H  0.622  -0.752  -0.695

Properties
Frontier orbital gap: 6.33 eV
2S+1: 1
Total charge: -1
SMILES: C[C@H](CS)NC[O-]

---

Below is a gas-phase ion, C4H10NOS (charge +1) in a non-equilibrium geometry, with properties calculated with the ωB97M-V functional and the def2-TZVPD basis.

Element x y z (Å)
S  0.981  -1.909  0.897
O  -2.044  0.550  0.364
N  -0.624  2.216  -1.034
C  0.915  0.204  -0.760
C  0.163  1.333  -0.036
C  -0.959  0.708  0.827
C  0.366  -1.267  -0.689
H  -1.553  2.459  -0.671
H  -0.691  -1.141  -0.911
H  1.437  -3.109  0.517
H  -0.887  1.521  -1.739
H  1.286  0.564  -1.717
H  -0.140  2.984  -1.470
H  0.821  1.977  0.540
H  1.929  0.333  -0.352
H  -0.632  0.680  1.881
H  0.774  -1.812  -1.543

Properties
Frontier orbital gap: 8.89 eV
2S+1: 1
Total charge: +1
SMILES: [NH3+][C@@H](C=O)CCS

---

Below is a gas-phase ion, C4H10NOS (charge +1) in a non-equilibrium geometry, with properties calculated with the ωB97M-V functional and the def2-TZVPD basis.

Element x y z (Å)
S  -3.047  0.368  -0.513
O  0.012  0.515  -1.491
N  -0.922  -1.154  0.272
C  1.081  0.063  -0.702
C  1.635  1.220  0.217
C  -1.439  0.189  0.089
C  0.624  -1.196  0.145
H  0.900  -2.211  -0.067
H  1.891  -0.311  -1.399
H  -1.244  -1.551  1.138
H  -3.281  1.589  -0.273
H  2.439  1.674  -0.273
H  -0.903  0.987  0.702
H  -1.459  -1.735  -0.496
H  1.064  -1.132  1.121
H  0.791  1.855  0.322
H  1.856  0.830  1.208

Properties
Frontier orbital gap (alpha / beta): 8.59 / 8.30 eV
2S+1: 1
Total charge: +1

---

Below is a gas-phase ion, C4H10NOS2 (charge -1) in a non-equilibrium geometry, with properties calculated with the ωB97M-V functional and the def2-TZVPD basis.

Element x y z (Å)
S  -0.015  -0.215  -1.495
S  -1.944  -1.262  -2.182
O  1.356  0.537  -0.925
N  0.157  0.417  2.566
C  -0.466  -0.499  0.345
C  1.661  0.581  0.434
C  0.336  0.675  1.179
C  1.011  1.266  3.473
H  -1.433  -0.386  0.786
H  -0.065  -1.562  0.541
H  0.394  -0.610  2.732
H  -0.200  1.657  0.882
H  2.410  -0.299  0.724
H  0.708  0.997  4.494
H  -2.930  -0.421  -1.746
H  0.777  2.333  3.322
H  2.036  1.185  3.314
H  2.441  1.385  0.628

Properties
Frontier orbital gap: 6.19 eV
2S+1: 1
Total charge: -1

---

Below is a molecular structure, C4H10NOS2 in a non-equilibrium geometry, with properties calculated with the ωB97M-V functional and the def2-TZVPD basis.

Element x y z (Å)
S  2.488  0.208  -0.033
S  -1.149  -1.291  -4.755
O  0.203  0.959  -3.621
N  0.436  0.666  -2.271
C  -0.339  0.853  -1.277
C  0.726  -0.721  2.531
C  0.962  0.812  0.575
C  0.066  -0.184  1.220
H  0.592  0.038  3.423
H  -2.432  -0.929  -4.352
H  0.264  -1.647  2.928
H  1.337  0.196  -2.095
H  -0.090  -1.030  0.475
H  0.855  1.855  0.603
H  1.757  -1.011  2.352
H  -0.836  0.292  1.550
H  -1.266  1.332  -1.660
H  -0.501  0.005  -4.133

Properties
Frontier orbital gap: 8.14 eV
2S+1: 1
Total charge: -1

---

Below is C4H10NP in the gas phase in a non-equilibrium geometry, with properties calculated with the ωB97M-V functional and the def2-TZVPD basis.

Element x y z (Å)
P  0.232  -0.519  -0.107
N  1.669  -1.049  -0.343
C  0.712  1.222  0.370
C  -1.078  -0.205  -1.444
C  -0.795  -1.180  1.231
C  2.093  0.697  -0.203
H  -0.728  0.792  -1.825
H  -1.166  -0.976  -2.258
H  -1.438  -2.080  1.085
H  -1.562  -0.332  1.646
H  -0.307  -1.335  2.200
H  -2.126  -0.058  -1.080
H  2.413  0.949  -1.226
H  0.796  1.828  1.312
H  0.113  1.925  -0.329
H  2.856  0.797  0.543

Properties
Frontier orbital gap: 9.21 eV
2S+1: 1

---

Below is C4H10NP in the gas phase in a non-equilibrium geometry, with properties calculated with the ωB97M-V functional and the def2-TZVPD basis.

Element x y z (Å)
P  0.625  0.214  -0.756
N  -0.822  -0.960  -0.958
C  0.655  0.248  0.977
C  1.930  0.745  1.680
C  -0.143  1.414  0.363
C  -1.384  -0.993  -2.291
H  0.207  -0.424  1.651
H  0.350  2.321  0.678
H  -0.512  -1.899  -0.680
H  2.398  1.610  1.187
H  1.683  1.338  2.613
H  -2.476  -0.764  -2.343
H  -1.259  1.302  0.366
H  -0.945  -0.254  -2.988
H  2.760  -0.104  1.844
H  -1.348  -2.062  -2.787

Properties
Frontier orbital gap: 9.60 eV
2S+1: 1
SMILES: CNP1C[C@@H]1C

---

Below is 2 unconnected molecules or ions with the total composition C4H10NS in a non-equilibrium geometry, with properties calculated with the ωB97M-V functional and the def2-TZVPD basis.

Element x y z (Å)
S  -1.760  0.297  0.033
N  0.177  -2.160  0.022
C  -1.023  1.905  0.326
C  1.205  -1.323  -2.000
C  1.108  -2.230  -0.989
C  -0.489  1.992  1.736
H  1.796  -3.056  -1.007
H  -0.043  2.972  1.943
H  2.080  -1.419  -2.631
H  0.487  -0.478  -2.080
H  -1.787  2.709  0.144
H  -0.485  -1.390  0.045
H  0.365  1.321  2.020
H  -1.292  1.843  2.451
H  -0.225  2.069  -0.397
H  -0.112  -3.052  0.383

Properties
Frontier orbital gap: 6.66 eV
2S+1: 1
Total charge: -1

---

Below is 2 unconnected molecules or ions with the total composition C4H10NS, with properties calculated with the ωB97M-V functional and the def2-TZVPD basis.

Element x y z (Å)
S  -0.683  -0.317  1.882
N  1.389  0.326  -1.420
C  -1.946  -0.279  3.196
C  0.280  -0.460  -1.635
C  1.407  1.370  -0.410
C  0.103  -1.240  -2.703
H  -1.496  -0.394  4.185
H  -0.754  -1.896  -2.770
H  0.511  1.983  -0.506
H  1.425  0.989  0.615
H  -2.684  -1.077  3.084
H  0.835  -1.271  -3.506
H  2.258  0.033  -1.824
H  2.274  2.007  -0.584
H  -0.427  -0.442  -0.804
H  -2.494  0.668  3.200

Properties
Frontier orbital gap: 6.26 eV
2S+1: 1
Total charge: -1

---

Below is a gas-phase ion, C4H10NS (charge -2) in a non-equilibrium geometry, with properties calculated with the ωB97M-V functional and the def2-TZVPD basis.

Element x y z (Å)
S  0.204  2.074  -1.189
N  0.636  -1.309  1.130
C  -1.444  -0.031  0.970
C  0.301  -2.600  0.387
C  0.014  -0.066  0.605
C  0.370  0.279  -0.866
H  -0.558  -2.974  0.931
H  0.571  0.725  1.142
H  1.185  -3.233  0.489
H  1.398  -0.072  -1.082
H  0.158  -1.478  2.008
H  -1.871  0.933  0.621
H  -1.962  -0.743  0.337
H  0.112  -2.456  -0.695
H  -0.164  -0.324  -1.612
H  -1.696  -0.109  2.024

Properties
Frontier orbital gap (alpha / beta): 2.02 / 5.71 eV
2S+1: 2
Total charge: -2

---

Below is 2 unconnected molecules or ions with the total composition C4H10NS in a non-equilibrium geometry, with properties calculated with the ωB97M-V functional and the def2-TZVPD basis.

Element x y z (Å)
S  2.494  -0.912  -0.167
N  1.323  1.449  0.148
C  1.114  -0.015  0.404
C  -1.880  0.071  0.185
C  -1.499  -1.448  0.083
C  -0.735  -0.358  -0.550
H  -1.192  -2.043  0.952
H  -0.567  -0.359  -1.636
H  0.678  2.183  0.506
H  2.336  -0.415  -1.401
H  -1.722  0.588  1.154
H  1.044  -0.200  1.553
H  -2.164  -2.056  -0.647
H  2.349  1.657  0.462
H  -2.782  0.419  -0.254
H  1.203  1.441  -0.793

Properties
Frontier orbital gap: 9.89 eV
2S+1: 1
Total charge: +1

---

Below is a gas-phase ion, C4H10NS (charge +1) in a non-equilibrium geometry, with properties calculated with the ωB97M-V functional and the def2-TZVPD basis.

Element x y z (Å)
S  0.090  -1.230  1.891
N  0.305  0.065  -0.543
C  -1.345  1.045  1.187
C  1.478  -0.766  -0.979
C  0.413  -0.342  -1.986
C  -0.779  -0.292  0.695
H  2.420  -0.220  -0.953
H  -1.589  0.987  2.256
H  -1.494  -0.835  0.106
H  -0.341  -1.090  -2.297
H  1.409  -1.758  -0.473
H  -2.235  1.476  0.630
H  0.515  0.998  -0.277
H  0.823  0.338  -2.695
H  -0.579  1.754  0.962
H  0.907  -0.132  2.476

Properties
Frontier orbital gap: 11.00 eV
2S+1: 1
Total charge: +1
SMILES: C[C@H](S)[NH+]1CC1

---

Ordered energy relative to the best compared isomer or geometry (same formula, charge and spin) results: 61.4, 79.1, 64.5, 54.7, 112.3, 34.4, 66.3, 56.7, 27.5, 10.2, 19.6, 18.2, 88.7, 53.2; unit kcal per mole.